Here is a 10-piece molecular cluster, C41H106ClN8O21 overall at a distorted geometry from the OMol25 dataset. Energies are from ωB97M-V with the def2-TZVPD basis set.

Results
Electronic energy = -111662.4830 eV
Charge = -1

XYZ file:
```
177
C41H106ClN8O21 ωB97M-V with the def2-TZVPD basis set
Cl -25.250 -6.745 4.663
O -25.930 -5.739 3.892
O -25.733 -8.028 4.228
O -23.838 -6.483 4.530
O -25.659 -6.583 6.038
C -29.125 -6.046 1.143
O -29.915 -6.053 2.078
N -29.474 -6.394 -0.133
N -27.835 -5.607 1.262
H -28.837 -6.469 -0.902
H -30.444 -6.364 -0.392
H -27.498 -5.488 2.207
H -27.280 -5.577 0.433
C -27.484 2.540 1.917
O -27.041 1.241 2.125
C -27.478 0.733 3.360
C -27.300 -0.759 3.538
N -25.904 -1.141 3.473
C -25.723 -2.579 3.278
C -24.275 -2.948 3.035
O -23.677 -2.045 2.115
C -22.309 -2.324 1.955
H -27.288 2.936 0.922
H -27.126 3.272 2.651
H -28.579 2.638 1.989
H -28.556 0.945 3.463
H -27.108 1.311 4.220
H -27.821 -1.241 2.695
H -27.749 -1.027 4.493
H -25.463 -0.696 2.676
H -26.344 -2.899 2.423
H -26.177 -3.154 4.087
H -24.256 -3.958 2.619
H -23.741 -2.990 3.989
H -21.715 -2.040 2.823
H -21.963 -1.810 1.054
H -22.141 -3.358 1.625
C -29.779 -8.931 3.305
O -30.532 -7.980 4.033
C -29.979 -7.783 5.314
C -29.145 -6.501 5.138
N -30.093 -5.389 4.971
C -29.363 -4.141 4.788
C -29.947 -2.956 5.579
O -31.189 -2.593 4.982
C -31.850 -1.623 5.742
H -30.095 -9.086 2.273
H -29.894 -9.915 3.769
H -28.735 -8.603 3.263
H -29.385 -8.599 5.740
H -30.722 -7.571 6.091
H -28.523 -6.557 4.246
H -28.465 -6.470 6.001
H -30.506 -5.304 5.901
H -29.405 -3.890 3.725
H -28.324 -4.136 5.144
H -29.261 -2.114 5.733
H -30.152 -3.215 6.632
H -32.822 -1.376 5.323
H -31.253 -0.716 5.906
H -32.034 -1.986 6.767
C -21.552 -5.438 12.924
O -21.739 -6.588 12.147
C -21.840 -7.817 12.879
C -22.283 -8.865 11.873
N -21.317 -8.916 10.780
C -21.749 -9.735 9.622
C -23.057 -9.266 8.968
O -23.527 -10.177 8.007
C -23.818 -9.593 6.746
H -22.454 -5.126 13.457
H -21.341 -4.616 12.235
H -20.652 -5.518 13.542
H -22.492 -7.643 13.739
H -20.815 -8.011 13.217
H -23.295 -8.626 11.539
H -22.343 -9.821 12.399
H -21.227 -7.966 10.432
H -21.818 -10.741 10.045
H -20.914 -9.797 8.925
H -23.018 -8.259 8.531
H -23.847 -9.117 9.716
H -23.967 -10.389 6.024
H -22.977 -9.017 6.338
H -24.593 -8.828 6.820
C -22.663 -9.749 3.447
O -21.542 -10.580 3.158
C -21.327 -11.473 4.231
C -22.406 -12.563 4.357
N -22.598 -13.411 3.156
C -21.622 -14.486 3.148
C -21.589 -15.108 1.742
O -21.088 -14.154 0.843
C -21.296 -14.583 -0.492
H -23.571 -10.332 3.606
H -22.928 -9.183 2.549
H -22.444 -8.996 4.201
H -21.206 -10.955 5.188
H -20.387 -12.024 4.144
H -23.373 -12.101 4.562
H -22.162 -13.190 5.216
H -22.328 -12.835 2.356
H -21.886 -15.227 3.907
H -20.595 -14.164 3.375
H -22.643 -15.372 1.575
H -21.022 -16.043 1.704
H -20.695 -14.022 -1.209
H -22.343 -14.404 -0.747
H -20.973 -15.620 -0.616
C -23.487 -5.795 0.759
O -23.697 -7.015 0.101
C -24.917 -7.606 0.531
C -25.103 -8.863 -0.320
N -25.289 -8.435 -1.718
C -25.672 -9.501 -2.664
C -24.718 -10.711 -2.665
O -25.071 -11.525 -1.573
C -24.525 -12.821 -1.687
H -24.222 -5.025 0.492
H -22.517 -5.386 0.465
H -23.481 -5.969 1.841
H -25.746 -6.924 0.357
H -24.781 -7.937 1.567
H -25.932 -9.424 0.102
H -24.122 -9.351 -0.280
H -24.353 -8.206 -2.037
H -25.723 -8.968 -3.616
H -26.670 -9.905 -2.482
H -23.709 -10.311 -2.460
H -24.644 -11.170 -3.657
H -24.782 -13.306 -2.636
H -24.885 -13.446 -0.872
H -23.429 -12.751 -1.675
C -20.706 -6.623 3.055
O -19.628 -5.861 3.550
C -20.091 -4.927 4.516
C -18.928 -4.172 5.111
N -18.033 -5.039 5.841
C -16.896 -4.311 6.423
C -15.975 -5.230 7.197
O -14.962 -4.464 7.811
C -14.581 -4.953 9.076
H -21.121 -7.309 3.797
H -20.422 -7.183 2.162
H -21.450 -5.904 2.694
H -20.567 -5.518 5.309
H -20.867 -4.260 4.128
H -19.363 -3.460 5.816
H -18.378 -3.649 4.313
H -17.644 -5.751 5.233
H -17.280 -3.549 7.102
H -16.317 -3.850 5.613
H -15.445 -5.911 6.511
H -16.546 -5.894 7.854
H -15.435 -5.120 9.745
H -13.964 -4.247 9.627
H -14.085 -5.919 8.927
C -26.566 -11.092 2.643
C -25.696 -12.197 2.026
O -25.544 -13.209 3.035
O -27.853 -11.615 2.847
H -26.587 -10.156 2.080
H -26.133 -10.740 3.590
H -24.726 -11.929 1.605
H -26.362 -12.728 1.336
H -24.617 -13.384 3.258
H -27.782 -12.442 3.334
C -27.607 -3.034 9.191
C -27.017 -3.691 7.936
O -27.389 -5.051 7.911
O -26.843 -3.365 10.339
H -28.630 -3.425 9.244
H -27.661 -1.950 9.079
H -25.937 -3.539 7.947
H -27.541 -3.155 7.136
H -26.671 -5.571 7.524
H -26.246 -4.089 10.146
```

Here is a 3-piece molecular cluster, C9H7NO4 overall at a distorted geometry from the OMol25 dataset. Energies are from ωB97M-V with the def2-TZVPD basis set.

Results
Electronic energy = -19122.5291 eV
SMILES = [O-][N+]#Cc1ccccc1.O=C=O.C=O
Charge = 0

XYZ file:
```
21
C9H7NO4 ωB97M-V with the def2-TZVPD basis set
C -3.139 -1.617 1.051
C -2.617 -2.433 0.060
C -2.760 -0.273 1.338
C -1.370 -1.984 -0.467
C -1.585 0.165 0.751
C -0.933 -0.667 -0.146
C 3.503 0.385 1.329
C 2.902 2.947 -1.265
C 0.323 -0.458 -0.793
N 0.883 0.168 -1.642
O 4.492 0.906 1.155
O 2.517 3.522 -0.246
O 1.802 0.603 -2.306
O 2.475 -0.150 1.500
H -4.094 -1.916 1.492
H -2.994 -3.327 -0.249
H -3.418 0.435 1.901
H -0.712 -2.626 -1.140
H -1.243 1.069 1.094
H 2.566 3.305 -2.202
H 3.400 1.947 -1.215
```

Here is the molecule C4H3N3S at a distorted geometry from the OMol25 dataset. Energies are from ωB97M-V with the def2-TZVPD basis set.

Results
Electronic energy = -19499.8824 eV
SMILES = [H]/N=C1/N=CC=NC1=S
Charge = 0

XYZ file:
```
11
C4H3N3S ωB97M-V with the def2-TZVPD basis set
C -0.352 1.022 -0.081
C 1.588 -0.159 0.064
C 0.804 -1.401 -0.026
C -1.162 -0.241 -0.010
H -1.898 1.978 -0.032
H 2.639 -0.209 0.135
H 1.428 -2.312 -0.028
N -0.868 2.190 -0.020
N 1.075 1.008 0.026
N -0.452 -1.499 -0.065
S -2.803 -0.378 0.035
```

Here is C29H30BaN6O4PS3 as an isolated structure at a distorted geometry from the OMol25 dataset. Energies are from ωB97M-V with the def2-TZVPD basis set.

Results
Electronic energy = -90181.0769 eV
Charge = -1

XYZ file:
```
74
C29H30BaN6O4PS3 ωB97M-V with the def2-TZVPD basis set
Ba -0.655 0.807 1.020
C 3.200 2.902 1.287
C 2.418 1.651 1.596
N 1.826 1.000 0.646
N 2.188 1.370 -0.626
C 1.533 0.887 -1.624
S 0.073 -0.014 -1.682
S 2.326 1.197 -3.217
C 2.529 -0.548 -3.760
C 3.769 -1.135 -3.162
C 3.724 -1.766 -1.922
C 4.888 -2.225 -1.322
C 6.113 -2.062 -1.954
C 6.165 -1.450 -3.199
C 5.001 -0.992 -3.795
C 2.398 1.120 2.961
C 3.449 1.448 3.828
C 3.542 0.933 5.104
C 2.546 0.069 5.558
C 1.496 -0.270 4.738
C 1.381 0.219 3.412
O 0.376 -0.112 2.672
H 2.669 3.471 0.526
H 4.177 2.639 0.873
H 3.326 3.524 2.170
H 2.569 -0.521 -4.849
H 1.626 -1.062 -3.438
H 2.774 -1.881 -1.413
H 4.840 -2.701 -0.351
H 7.023 -2.407 -1.479
H 7.116 -1.320 -3.701
H 5.044 -0.502 -4.762
H 4.245 2.092 3.474
H 4.382 1.191 5.737
H 2.603 -0.335 6.563
H 0.725 -0.951 5.080
C -2.358 -5.186 -0.956
N -1.636 -4.176 -1.714
C -2.582 -3.437 -2.545
N -3.684 -2.848 -1.789
C -4.344 -3.897 -1.026
N -3.448 -4.647 -0.148
C -2.941 -3.805 0.936
P -1.958 -2.309 0.360
C -0.886 -3.276 -0.839
C -3.213 -1.768 -0.922
H -1.657 -5.706 -0.301
H -2.786 -5.905 -1.661
H -3.007 -4.131 -3.277
H -2.047 -2.644 -3.069
H -4.787 -4.604 -1.734
H -5.141 -3.454 -0.424
H -2.302 -4.412 1.585
H -3.787 -3.457 1.534
H -0.162 -3.858 -0.262
H -0.337 -2.557 -1.445
H -2.749 -0.994 -1.540
H -4.069 -1.325 -0.405
O -2.974 1.641 1.563
C -2.636 2.645 0.920
N -1.531 2.721 0.187
S -1.281 4.191 -0.443
O -1.326 4.174 -1.877
O -0.137 4.803 0.177
C -2.804 4.911 0.187
C -3.385 6.150 0.016
C -4.634 6.367 0.585
C -5.278 5.365 1.305
C -4.682 4.122 1.473
C -3.440 3.913 0.903
H -2.884 6.927 -0.548
H -5.115 7.328 0.454
H -6.255 5.553 1.732
H -5.161 3.319 2.018
```

The highest electronic energy belongs to which entry?
C9H7NO4

electronic energy of number 2 (C9H7NO4)?
-19122.5291 eV